Record 1
Molecular formula: C5H10O
Method: DFT, ωB97M-V/def2-TZVPD

Each line ends with the Mulliken charge.
Atoms and positions in Å:
C  -2.523  0.129  0.276  -1.157
C  -1.090  -0.173  -0.059  0.230
C  -0.139  0.752  -0.191  -0.534
O  1.684  0.570  1.276  -0.563
C  1.347  0.480  -0.111  0.256
C  1.841  -0.838  -0.699  -1.224
H  -2.650  1.185  0.536  0.314
H  -2.827  -0.469  1.145  0.298
H  -3.214  -0.117  -0.539  0.291
H  0.965  0.113  1.734  0.414
H  -0.825  -1.230  -0.126  0.199
H  -0.414  1.807  -0.134  0.252
H  1.901  1.298  -0.586  0.303
H  1.301  -1.701  -0.294  0.268
H  2.898  -0.956  -0.437  0.340
H  1.744  -0.849  -1.790  0.313

Computed properties:
LUMO, eV: 1.1
Energy above the lowest of the compared OMol25 structures with the same formula, charge and spin, kcal/mol: 20.66
SMILES string: C/C=C/[C@H](C)O
Gap between HOMO and LUMO, eV: 10.62
Spin multiplicity: 1
DFT total energy, hartree: -271.71969

***

Record 2
Molecular formula: C5H10O
Method: DFT, ωB97M-V/def2-TZVPD

Each line ends with the Mulliken charge.
Atoms and positions in Å:
C  -1.491  0.743  -0.068  -1.635
C  -0.442  -0.107  0.651  0.813
C  -0.349  -1.518  -0.004  -0.658
O  0.949  -2.073  0.008  -0.538
C  0.935  0.519  0.676  -0.540
C  1.468  1.280  -0.276  -0.567
H  -1.589  1.728  0.397  0.365
H  -2.472  0.256  -0.038  0.393
H  -1.232  0.886  -1.125  0.378
H  -0.756  -0.232  1.696  0.264
H  -0.738  -1.455  -1.035  0.271
H  -0.980  -2.228  0.542  0.313
H  1.551  0.253  1.534  0.300
H  2.488  1.645  -0.197  0.276
H  0.910  1.579  -1.160  0.198
H  1.540  -1.427  -0.408  0.366

Computed properties:
LUMO, eV: 1.0
Energy above the lowest of the compared OMol25 structures with the same formula, charge and spin, kcal/mol: 24.92
SMILES string: C=C[C@@H](C)CO
Gap between HOMO and LUMO, eV: 10.99
Spin multiplicity: 1
DFT total energy, hartree: -271.71290

***

- Number 2 is which compound?
  C5H10O